Entry from the OMol25 dataset: a structure of composition C34H50N3OOsP2S at a distorted geometry (ωB97M-V/def2-TZVPD).

Spin multiplicity = 5
E_tot = -74440.531 eV
HOMO level (spin up / spin down) = -13.6 / -17.2 eV
Charge = +3
Expectation value of S² = 6.0536
Kohn-Sham gap (spin up / spin down) = 5.782 / 5.541 eV
ΔE to the lowest compared entry with this formula, charge and spin = 0.000 eV

Geometry as XYZ:
```
92
Properties=species:S:1:pos:R:3:forces:R:3
H -4.8451 0.2283 2.0970 -0.2 -0.2 0.0
C 3.7309 1.7819 2.9570 0.3 0.0 -0.1
H 3.4723 0.1500 -1.5918 0.0 -0.2 0.1
C -0.3456 -4.7193 -0.5232 0.1 1.0 0.2
C 0.7923 0.7292 -3.6783 -0.6 -0.2 2.3
C 2.0920 1.8029 0.3008 -0.2 0.1 -0.2
H -2.9351 -0.7070 -3.4906 0.0 -0.1 0.3
C 1.4988 -0.1252 -4.5627 0.2 -1.1 0.9
C -5.0289 -0.6226 1.4328 -0.2 0.1 -0.2
C 1.7541 0.2778 -5.8749 0.0 1.0 -1.3
C -0.2782 -0.9386 2.4462 -1.1 -1.6 6.2
H 4.9108 0.9716 0.3784 0.1 -0.3 0.2
C 0.5592 -3.4513 1.3327 -0.8 -0.4 -0.5
H -5.7048 -1.3186 1.9525 0.2 0.2 -0.1
H -4.0481 -2.4036 2.9911 0.3 0.2 -0.2
H 1.7175 1.7147 4.6519 -0.1 0.0 -0.4
H -1.4301 1.5322 -1.8260 -0.2 0.1 0.0
H -0.7059 -5.4587 -1.2215 0.1 -0.1 0.1
S 0.4248 -5.1263 0.9816 -0.3 1.5 -0.7
C 2.5722 0.7682 2.9267 -0.1 -0.3 0.2
H -2.9785 -1.0070 3.1686 0.0 -0.2 -0.1
H 0.4865 0.9382 3.6637 0.0 0.1 0.1
C -2.6468 -0.9844 -2.4658 0.0 -0.2 -0.1
H 5.2193 -0.1827 1.7352 -0.1 0.1 -0.4
H 1.2056 2.4800 3.1345 0.0 -0.2 0.2
H -5.1447 -0.6640 -1.3698 0.1 0.4 -0.1
C -0.4567 -3.3587 -0.6836 0.2 -0.7 0.6
H 3.8965 -0.9041 3.4730 -0.3 0.1 0.1
C -3.0889 0.1343 -1.5125 0.1 0.0 -0.3
C 0.7716 2.4785 0.6193 0.0 -0.8 -0.2
H -4.9781 1.0721 -0.9087 0.0 -0.3 -0.2
H -1.5607 -1.1104 -2.4536 -0.2 0.0 -0.1
C -4.6177 0.2757 -1.5740 -0.2 0.0 0.0
H 3.9138 2.0338 4.0134 -0.1 -0.1 -0.3
H 3.8756 -2.2333 2.0218 0.0 0.0 -0.3
C 0.5352 0.3307 -2.3554 0.5 -0.4 -0.9
N 0.3343 -0.1457 -1.2935 -0.1 0.7 -1.2
N -0.2954 1.6685 0.7603 -0.1 0.1 0.5
H 4.6706 1.4006 2.5556 -0.3 0.2 0.2
N 0.0212 -2.6304 0.4074 0.7 -0.1 0.5
H 2.5015 -1.3370 -1.4448 0.2 0.0 0.1
O -0.3377 -1.3672 3.5505 0.4 1.7 -4.4
Os -0.1082 -0.4529 0.6777 0.8 -2.6 -1.7
H -3.1255 -1.9436 -2.2299 0.1 0.2 -0.1
C 4.9158 -0.0833 0.6852 0.2 0.1 0.1
C 0.3481 1.9928 -4.1534 -0.5 0.1 1.2
H -4.8919 0.5700 -2.6009 0.2 -0.1 0.3
H 2.7074 -2.7638 0.7986 0.4 0.1 -0.2
C -2.5070 1.4727 -1.9952 0.2 0.1 0.1
H 0.2348 3.3389 -5.8313 0.1 -0.3 0.1
P -2.4347 -0.2576 0.2669 -2.6 0.6 0.3
H -0.8749 -2.8415 -1.5460 0.1 -0.2 0.4
H 1.8291 -1.1016 -4.2021 0.0 0.3 -0.2
H -3.5696 1.6852 1.4966 0.2 -0.2 -0.2
H 2.2080 1.6446 -0.7818 -0.2 0.1 0.3
C 1.3058 1.5248 -6.3320 0.2 0.1 -0.8
C 3.6434 -2.2132 0.9510 0.0 -0.2 0.1
H 2.3013 -0.3852 -6.5471 -0.2 0.2 0.2
H -2.3742 -2.5377 2.4466 -0.1 0.1 0.0
H 2.1483 -1.2308 3.7368 0.3 0.1 0.0
H 5.6933 -0.5877 0.0910 -0.3 0.1 0.1
H -2.6730 1.5603 -3.0807 -0.1 -0.1 0.3
H 2.9272 2.4379 0.6158 -0.2 -0.2 -0.1
H -0.1874 2.6553 -3.4725 0.1 -0.1 -0.3
C 2.9352 -0.4645 3.7681 0.1 0.0 0.3
C 1.4107 1.5141 3.6131 -0.3 -0.1 -0.1
H 1.5575 4.4415 0.6352 -0.2 0.1 0.1
H -5.5528 -0.2730 0.5426 0.1 -0.1 0.3
C -3.7234 -1.3782 1.1382 0.1 -0.3 0.1
H -0.6002 5.4552 1.4884 0.0 -0.1 0.0
P 2.1095 0.1481 1.1600 2.2 2.4 0.7
H 4.2702 -1.4310 -1.5376 -0.2 0.2 0.2
C 0.5971 2.3736 -5.4726 0.5 -0.1 -1.3
H -2.9900 2.3305 -1.5091 0.1 -0.2 -0.1
C 3.4285 -0.8468 -1.1335 -0.1 0.0 -0.2
C -0.5313 4.3923 1.2761 0.3 0.2 -0.1
H 4.4466 -2.7517 0.4258 -0.2 0.1 0.2
H 3.0324 -0.1463 4.8179 0.0 -0.2 -0.3
C -2.6227 1.3176 1.1025 -0.1 0.6 0.3
C -1.5283 2.1923 1.1336 0.7 0.2 -0.1
C -1.6164 3.5679 1.4671 -0.6 -0.7 -0.1
C -3.2251 -1.8503 2.5112 0.2 0.0 0.1
H 1.0035 -3.1181 2.2714 -0.2 -0.1 -0.4
H 1.5039 1.8348 -7.3597 -0.1 -0.1 0.4
H -4.5235 -2.3989 -0.6489 0.2 -0.1 0.3
H -2.5842 3.9247 1.8175 0.3 0.1 -0.1
H -4.5758 -3.3290 0.8566 0.2 0.2 -0.2
H -3.0256 -3.1249 0.0096 -0.3 0.1 0.1
C 0.6644 3.8500 0.8066 0.1 0.0 0.1
H 3.4824 2.7179 2.4420 0.1 -0.2 0.2
C -3.9692 -2.6218 0.2701 -0.1 -0.1 0.0
C 3.5808 -0.7828 0.3931 0.0 -0.4 -0.1
```
Forces are in eV/Å.

Need the Löwdin charges? In units of e they are: H 0.081; C -0.066; H 0.083; C -0.305; C -0.206; C -0.223; H 0.109; C 0.042; C -0.069; C 0.037; C -0.429; H 0.096; C -0.461; H 0.115; H 0.113; H 0.116; H 0.033; H 0.095; S 1.162; C -0.621; H 0.089; H 0.054; C -0.086; H 0.082; H 0.080; H 0.076; C -0.210; H 0.076; C -0.617; C -0.310; H 0.095; H 0.034; C -0.070; H 0.116; H 0.076; C -0.167; N -0.051; N -0.058; H 0.063; N -0.177; H 0.058; O 0.103; Os 1.198; H 0.078; C -0.066; C 0.033; H 0.116; H 0.043; C -0.087; H 0.146; P 1.037; H 0.094; H 0.138; H 0.103; H 0.080; C -0.038; C -0.070; H 0.146; H 0.070; H 0.068; H 0.114; H 0.106; H 0.090; H 0.128; C -0.071; C -0.068; H 0.140; H 0.062; C -0.644; H 0.140; P 1.063; H 0.110; C 0.036; H 0.098; C -0.095; C 0.009; H 0.114; H 0.112; C -0.125; C -0.313; C 0.041; C -0.092; H 0.084; H 0.129; H 0.072; H 0.142; H 0.113; H 0.065; C 0.020; H 0.082; C -0.069; C -0.642